# 1
C29H29BF2IrN8OS5 as an isolated structure at a distorted geometry. Source: OMol25; level of theory: wB97M-V/def2-TZVPD.

XYZ file:
```
76
Properties=species:S:1:pos:R:3:lowdin_charge:R:1
Ir -0.78819 -0.44166 0.47714 1.03
C -1.90756 3.57314 -1.46607 -0.02
C -1.66941 2.51872 -0.41495 -0.25
N -1.42744 1.30393 -0.76928 -0.11
N -1.46188 1.01404 -2.13585 -0.07
C -1.84757 -0.19210 -2.32730 -1.07
S -2.35523 -1.32775 -1.09091 0.59
S -1.90209 -0.87015 -3.95595 0.90
C -1.30262 0.50988 -4.97825 -0.41
C 0.14659 0.36373 -5.33920 -0.30
C 0.52430 -0.04061 -6.61487 -0.06
C 1.86459 -0.20833 -6.93711 -0.10
C 2.84193 0.02310 -5.98034 -0.11
C 2.47168 0.41936 -4.70113 -0.10
C 1.13404 0.59104 -4.38236 -0.06
C -1.79799 2.84220 1.01513 -0.09
C -1.98157 4.18833 1.39332 -0.06
C -2.17998 4.58764 2.69341 -0.12
C -2.22314 3.61604 3.69768 -0.09
C -2.07110 2.29356 3.37788 -0.03
C -1.84638 1.85519 2.04952 -0.32
O -1.73601 0.55907 1.91938 -0.26
H -1.37029 3.30803 -2.37237 0.06
H -1.58736 4.55683 -1.14050 0.06
H -2.97082 3.62327 -1.71117 0.10
H -1.48154 1.40673 -4.38753 0.07
H -1.93177 0.52716 -5.86780 0.07
H -0.23907 -0.22862 -7.36198 0.11
H 2.14339 -0.52693 -7.93401 0.10
H 3.88780 -0.10633 -6.22885 0.10
H 3.22466 0.58244 -3.94062 0.10
H 0.84349 0.87753 -3.37811 0.09
H -1.97241 4.95545 0.63415 0.09
H -2.31020 5.63599 2.92717 0.09
H -2.37254 3.90375 4.73181 0.10
H -2.10813 1.51824 4.13299 0.11
S -1.95705 -1.14246 8.70131 0.52
C -1.49296 -1.24166 7.10314 -1.11
S -2.15616 -2.43003 6.02668 0.97
C -1.27305 -1.74186 4.67914 -0.98
N -0.55052 -0.73112 5.01770 0.03
N -0.64423 -0.47925 6.37759 -0.14
C 0.16514 0.60660 6.82935 -0.19
C 0.49905 1.59774 5.90951 -0.01
C 1.30029 2.65618 6.30231 -0.08
C 1.78543 2.73069 7.60090 -0.11
C 1.46498 1.72804 8.50254 -0.09
C 0.65807 0.66351 8.12678 -0.05
S -1.50212 -2.40944 3.10709 0.86
H 0.14061 1.52297 4.89352 0.09
H 1.54590 3.42483 5.58068 0.10
H 2.41331 3.55902 7.90403 0.09
H 1.84877 1.76291 9.51452 0.10
H 0.41246 -0.11060 8.83451 0.05
C 1.87715 -2.93370 -4.99083 -0.07
C 1.46930 -4.06117 -4.04563 -0.40
C -0.04917 -4.17623 -3.95341 -0.08
C 2.11252 -3.88898 -2.66810 -0.10
N 1.63391 -2.71430 -1.96132 -0.07
C 0.55352 -2.55185 -1.20319 -0.15
N 0.55442 -1.30521 -0.79029 -0.19
N 1.65917 -0.71885 -1.28926 0.04
N 2.31648 -1.55853 -1.99210 0.08
H 1.47626 -3.10903 -5.99037 0.08
H 2.96263 -2.84805 -5.06893 0.08
H 1.48972 -1.97302 -4.64222 0.05
H 1.86351 -5.00954 -4.42701 0.13
H -0.49996 -3.24518 -3.60450 0.02
H -0.35374 -4.97858 -3.27665 0.08
H -0.47172 -4.39025 -4.93611 0.08
H 3.18984 -3.75799 -2.75919 0.13
H 1.91988 -4.75663 -2.03651 0.13
H -0.18482 -3.29585 -0.97696 0.13
F 0.97622 -1.04672 2.56538 0.04
B 0.02525 -1.82323 1.93259 -1.19
F 0.58154 -3.03510 1.47023 -0.03
```

Properties
- E_tot (eV) = -107643.32688
- Kohn-Sham gap (eV) = 6.6
- molecular weight (g/mol) = 907.0
- energy above the lowest of the compared OMol25 structures with the same formula, charge and spin (kJ/mol) = 116.8
- charge = -1

# 2
C50H52InNP2S5 as an isolated structure at a distorted geometry. Source: OMol25; level of theory: wB97M-V/def2-TZVPD.

XYZ file:
```
111
Properties=species:S:1:pos:R:3:lowdin_charge:R:1
In 1.57451 0.51366 -0.75665 0.40
C 1.27038 -0.36288 2.84855 -0.33
P -0.34189 -1.04282 3.38661 1.09
C -0.43480 -0.03580 4.99277 -0.35
C 0.71036 0.04123 5.84663 -0.12
C 0.69005 0.93396 6.92114 -0.09
C -0.46757 1.65812 7.15469 -0.10
C -1.55984 1.67689 6.29094 -0.08
C -1.51765 0.83195 5.16761 -0.11
C 0.21859 -2.68477 3.88885 -0.39
C 0.48952 -3.59585 2.87725 -0.14
C 0.79302 -4.92648 3.16151 -0.11
C 0.94824 -5.29271 4.48409 -0.10
C 0.70067 -4.42002 5.55813 -0.08
C 0.31744 -3.11773 5.23906 -0.09
C 1.15961 1.05938 2.37913 -0.37
C 1.06031 2.17830 3.17248 -0.07
C 0.69375 3.21773 2.35847 -0.05
C 0.61159 2.72895 1.06334 -0.38
C 0.22479 3.23204 -0.28991 -0.28
P -0.68069 1.88225 -1.15986 1.04
C -2.24200 1.67769 -0.17553 -0.35
C -3.01676 2.75243 0.15078 -0.08
C -4.21602 2.54608 0.88454 -0.08
C -4.62998 1.28524 1.17856 -0.08
C -3.83365 0.20334 0.76396 -0.09
C -2.65786 0.38600 0.11483 -0.11
C -1.29072 2.76414 -2.62720 -0.33
C -0.51203 3.67328 -3.31221 -0.09
C -1.10427 4.42056 -4.33194 -0.09
C -2.36226 4.14782 -4.83408 -0.08
C -3.13657 3.16385 -4.19815 -0.09
C -2.60450 2.50802 -3.12582 -0.11
N 0.92498 1.39426 1.05797 -0.06
H 1.63116 -1.06952 2.05596 0.05
H 2.05925 -0.48649 3.59376 0.08
H 1.69017 -0.40653 5.67058 0.11
H 1.47647 0.86301 7.64081 0.10
H -0.60463 2.37451 7.96568 0.10
H -2.47040 2.24950 6.33957 0.10
H -2.45064 0.71670 4.57357 0.11
H 0.42438 -3.24491 1.82161 0.07
H 0.90556 -5.73739 2.48232 0.09
H 1.32550 -6.29497 4.75015 0.11
H 0.76201 -4.65829 6.62526 0.11
H 0.06223 -2.44746 6.05287 0.09
H 1.11823 2.05624 4.20059 0.08
H 0.29001 4.21246 2.66323 0.12
H 1.06351 3.51950 -0.98989 0.06
H -0.54315 4.05538 -0.19037 0.11
H -2.72820 3.75987 -0.05845 0.10
H -4.74948 3.45163 1.16507 0.11
H -5.60098 1.12916 1.72038 0.12
H -4.23724 -0.78434 0.91366 0.10
H -2.06788 -0.48509 -0.18832 0.11
H 0.52034 3.82963 -3.10298 0.06
H -0.50200 5.15283 -4.91084 0.11
H -2.74702 4.77521 -5.64725 0.11
H -4.18017 2.97054 -4.41596 0.11
H -3.15447 1.75685 -2.57439 0.10
C -2.83681 -6.26833 -1.68001 -0.05
C -2.49980 -4.89144 -1.06700 -0.39
C -1.14604 -4.85309 -0.35963 -0.07
C -2.61402 -3.76172 -2.09584 -0.21
C -1.68162 -3.54517 -3.10157 -0.06
C -1.76582 -2.51574 -3.98716 -0.05
C -2.88660 -1.65881 -4.05709 -0.28
C -2.82605 -0.49372 -5.01002 -0.06
C -3.88680 -1.88960 -3.11325 -0.05
C -3.78200 -2.95792 -2.17136 -0.02
H -2.92425 -6.94647 -0.85933 0.06
H -1.92899 -6.51746 -2.21929 0.07
H -3.78872 -6.27862 -2.34034 0.12
H -3.25812 -4.62879 -0.36171 0.11
H -0.43879 -5.44409 -0.91599 0.07
H -1.23073 -5.26255 0.68131 0.10
H -0.69170 -3.88616 -0.34286 0.01
H -0.77858 -4.13472 -3.08874 0.11
H -0.99213 -2.35208 -4.71673 0.11
H -2.62153 -0.93301 -6.03166 0.10
H -2.04114 0.23591 -4.77008 0.07
H -3.69919 0.11423 -4.94791 0.05
H -4.71184 -1.21885 -3.12781 0.09
H -4.68941 -3.14903 -1.50985 0.13
C 4.97488 2.89615 -3.98611 -0.07
C 3.75371 3.65307 -3.51400 -0.65
C 2.92407 4.14474 -4.70034 -0.06
C 4.28214 4.89816 -2.80738 -0.04
C 3.01491 2.72569 -2.70643 -0.14
C 2.51843 1.84057 -2.04623 -0.12
H 5.64510 3.50766 -4.67035 0.11
H 4.70500 1.90737 -4.40547 0.10
H 5.56327 2.56452 -3.13059 0.08
H 3.50642 4.86936 -5.30493 0.09
H 1.96875 4.67218 -4.46573 0.07
H 2.61544 3.35764 -5.41016 0.10
H 4.78412 5.49654 -3.54050 0.08
H 4.97949 4.54903 -2.07016 0.08
H 3.42439 5.39241 -2.33321 0.10
C 4.47908 0.60721 1.77821 -0.31
S 4.25406 -0.04743 0.08171 0.86
C 3.92130 -1.72709 0.37371 -1.00
C 2.75711 -2.38104 0.08112 -1.03
S 1.32333 -1.89300 -0.83330 0.58
S 2.84260 -4.15245 0.40478 0.90
C 4.43769 -4.23255 1.03917 -1.50
S 5.18711 -5.59699 1.57068 0.55
S 5.18544 -2.67344 1.11907 0.92
H 4.07806 1.63611 1.89526 0.07
H 5.53692 0.59589 1.99161 0.03
H 3.98652 -0.02913 2.49640 0.03
```

Properties
- E_tot (eV) = -132109.37357
- Kohn-Sham gap (eV) = 7.2
- molecular weight (g/mol) = 1004.1
- energy above the lowest of the compared OMol25 structures with the same formula, charge and spin (kJ/mol) = 0.0

# 3
A 7-piece molecular cluster, C7H21N7O14 overall at a distorted geometry. Source: OMol25; level of theory: wB97M-V/def2-TZVPD.

XYZ file:
```
49
Properties=species:S:1:pos:R:3:lowdin_charge:R:1
C 6.32226 13.36648 12.13114 0.05
N 7.76180 12.99931 11.94268 -0.46
O 8.42082 12.98530 12.96975 0.04
O 8.25899 12.83978 10.85440 0.05
H 6.27499 13.43396 13.23767 0.11
H 5.70650 12.62789 11.62228 0.09
H 6.18321 14.31746 11.58138 0.11
C 5.88067 6.64873 8.92890 0.04
N 4.41200 6.53443 9.16592 -0.45
O 3.59916 7.11034 8.50865 0.09
O 4.21625 5.75408 10.09816 0.04
H 6.17895 7.75265 8.96836 0.11
H 5.95840 6.36578 7.87667 0.10
H 6.41525 6.03335 9.58371 0.07
C 9.92949 7.07672 5.34534 0.06
N 10.27338 7.05418 6.81146 -0.44
O 11.46130 7.05277 7.05206 0.05
O 9.38912 7.06085 7.64001 0.05
H 10.84049 7.27727 4.75138 0.10
H 9.19790 7.92030 5.27633 0.12
H 9.53582 6.11164 5.11253 0.09
C 11.41885 14.16270 10.98892 0.04
N 12.83175 13.95757 10.66079 -0.47
O 13.68233 14.63866 11.18143 0.09
O 13.01877 12.99419 9.95769 0.03
H 11.44328 15.06189 11.56182 0.09
H 11.06915 13.29372 11.51093 0.09
H 10.90215 14.23486 9.98645 0.13
C 14.00726 9.31271 7.74493 0.03
N 14.00418 9.47611 6.26463 -0.44
O 12.95058 9.59729 5.69952 0.07
O 15.10745 9.62782 5.73996 0.05
H 13.87881 10.28636 8.20762 0.09
H 14.99586 9.00865 8.14057 0.11
H 13.18738 8.62122 8.01441 0.09
C 13.75916 10.10017 11.32309 0.04
N 13.07674 8.73801 11.38617 -0.43
O 11.87797 8.71846 11.62949 0.05
O 13.80414 7.79454 11.17875 0.07
H 14.71375 9.98706 10.81682 0.09
H 13.93483 10.52369 12.31485 0.10
H 13.13825 10.74146 10.68855 0.07
C 8.55799 9.01234 10.87792 0.04
N 7.31994 9.81663 10.99468 -0.42
O 6.62509 10.08984 10.02178 0.05
O 7.11430 10.21702 12.11543 0.06
H 9.41157 9.42873 11.37812 0.08
H 8.79896 8.81517 9.85401 0.08
H 8.39762 8.01248 11.32454 0.12
```

Properties
- structure (SMILES) = C[N+](=O)[O-].C[N+](=O)[O-].C[N+](=O)[O-].C[N+](=O)[O-].C[N+](=O)[O-].C[N+](=O)[O-].C[N+](=O)[O-]
- E_tot (eV) = -46674.86259
- Kohn-Sham gap (eV) = 10.9
- molecular weight (g/mol) = 427.3
- energy above the lowest of the compared OMol25 structures with the same formula, charge and spin (kJ/mol) = 101.3

# 4
A 4-piece molecular cluster, CH9NO5 overall at a distorted geometry. Source: OMol25; level of theory: wB97M-V/def2-TZVPD.

XYZ file:
```
16
Properties=species:S:1:pos:R:3:lowdin_charge:R:1
N -0.25662 0.01725 -0.41116 0.14
C -1.07747 1.13011 -0.53147 -0.62
O -2.16843 1.14105 -1.00462 0.12
O -0.33430 2.25637 -0.17799 0.08
H 0.71770 0.23535 -0.27832 0.05
H -0.41082 -0.61338 -1.18935 0.11
H -0.90740 2.72864 0.42534 0.10
O -1.79796 -2.39293 1.00087 -0.07
H -1.12433 -2.30398 1.69407 0.03
H -1.54732 -1.66305 0.40918 -0.01
O 2.34906 -0.41258 1.74588 -0.06
H 1.41037 -0.22928 1.87300 0.03
H 2.25277 -1.32139 2.07006 0.05
O 2.24198 -0.78243 -1.14555 -0.04
H 2.46291 -1.60080 -0.70985 0.04
H 3.06832 -0.35874 -1.30820 0.04
```

Properties
- structure (SMILES) = NC(=O)O.O.O.O
- E_tot (eV) = -12910.96313
- Kohn-Sham gap (eV) = 11.0
- molecular weight (g/mol) = 115.1
- energy above the lowest of the compared OMol25 structures with the same formula, charge and spin (kJ/mol) = 94.5

# 5
One molecule with the formula C2H2OS at a distorted geometry. Source: OMol25; level of theory: wB97M-V/def2-TZVPD.

XYZ file:
```
6
Properties=species:S:1:pos:R:3:lowdin_charge:R:1
O -1.67122 -1.27098 0.02158 -0.04
C -0.78067 -0.29890 0.00808 -0.71
C 0.60823 0.08851 0.04040 -0.29
S -0.74535 1.42725 0.00035 0.92
H 1.36901 -0.06667 0.73471 0.07
H 1.22001 0.12078 -0.80512 0.05
```

Properties
- structure (SMILES) = O=C1CS1
- E_tot (eV) = -14986.89951
- Kohn-Sham gap (spin up / spin down) (eV) = 10.3 / 10.3
- molecular weight (g/mol) = 74.1
- energy above the lowest of the compared OMol25 structures with the same formula, charge and spin (kJ/mol) = 78.3

Number 2 is which compound?
C50H52InNP2S5